(1)
Here is an isolated molecule of C5H7N from the Open Molecules 2025 dataset. Energies are from ωB97M-V/def2-TZVPD.

Values from the calculation:
- HOMO (eV) = -9.1
- multiplicity = 1
- Kohn-Sham gap (hartree) = 0.372
- relative energy (zero: lowest compared OMol25 entry of this formula, charge and spin) (kJ/mol) = 365.1
- structure (SMILES) = C#C[C@@H]1N[C@@H]1C
- LUMO energy (eV) = 1.0

```
13
Properties=species:S:1:pos:R:3:lowdin_charge:R:1
C 0.672 2.259 -0.377 0.107
C -0.189 1.441 -0.599 -0.100
C -0.488 0.121 -1.128 -0.304
N -1.252 -1.061 -0.738 0.066
C 0.110 -0.919 -0.246 -0.334
C 0.226 -0.654 1.238 -0.065
H 1.498 2.901 -0.176 0.030
H -0.304 0.112 -2.200 0.138
H -1.906 -0.958 0.033 0.094
H 0.932 -1.477 -0.676 0.133
H -0.682 -0.143 1.574 0.081
H 0.312 -1.604 1.780 0.080
H 1.072 -0.018 1.515 0.075
```

(2)
Here is an isolated molecule of C5H7N from the Open Molecules 2025 dataset. Energies are from ωB97M-V/def2-TZVPD.

Values from the calculation:
- HOMO (eV) = -8.0
- multiplicity = 1
- Kohn-Sham gap (hartree) = 0.334
- relative energy (zero: lowest compared OMol25 entry of this formula, charge and spin) (kJ/mol) = 110.2
- structure (SMILES) = C=C1C=CCN1
- LUMO energy (eV) = 1.1

```
13
Properties=species:S:1:pos:R:3:lowdin_charge:R:1
C -0.278 0.900 1.838 0.035
C 0.144 0.458 0.651 -0.390
C 0.962 -0.738 0.362 -0.042
C 0.663 -1.165 -0.864 -0.064
C -0.385 -0.256 -1.452 -0.203
N -0.264 0.928 -0.607 0.004
H -1.020 1.689 1.904 0.048
H 0.058 0.437 2.756 0.048
H 1.625 -1.208 1.076 0.109
H 1.017 -2.064 -1.355 0.103
H -1.364 -0.743 -1.313 0.120
H -0.280 -0.028 -2.512 0.110
H -1.075 1.532 -0.589 0.124
```

(3)
Here is a 2-piece molecular cluster, C5H7N overall from the Open Molecules 2025 dataset. Energies are from ωB97M-V/def2-TZVPD.

Values from the calculation:
- HOMO (eV) = -8.9
- multiplicity = 1
- Kohn-Sham gap (hartree) = 0.364
- relative energy (zero: lowest compared OMol25 entry of this formula, charge and spin) (kJ/mol) = 367.2
- structure (SMILES) = CC=C=N.C#C
- LUMO energy (eV) = 1.0

```
13
Properties=species:S:1:pos:R:3:lowdin_charge:R:1
C 2.413 0.435 -0.199 -0.111
C 1.038 0.467 0.439 -0.149
C 0.299 -0.567 0.134 -0.219
N -0.252 -1.562 -0.342 0.117
H 3.070 -0.244 0.357 0.072
H 2.335 0.055 -1.222 0.077
H 2.881 1.419 -0.230 0.067
H 0.738 1.223 1.157 0.099
H -0.036 -2.420 0.166 0.081
C -3.370 0.859 -0.021 -0.005
C -2.907 -0.248 -0.086 -0.026
H -3.803 1.832 0.024 0.010
H -2.417 -1.193 -0.176 -0.012
```

(4)
Here is an isolated molecule of C5H7N from the Open Molecules 2025 dataset. Energies are from ωB97M-V/def2-TZVPD.

Values from the calculation:
- HOMO (eV) = -8.8
- multiplicity = 1
- Kohn-Sham gap (hartree) = 0.367
- relative energy (zero: lowest compared OMol25 entry of this formula, charge and spin) (kJ/mol) = 181.3
- structure (SMILES) = C1=C[C@@H]2N[C@@H]2C1
- LUMO energy (eV) = 1.1

```
13
Properties=species:S:1:pos:R:3:lowdin_charge:R:1
C 0.965 -0.970 0.089 -0.084
C 1.217 0.242 0.590 -0.054
C 0.165 1.219 0.169 -0.283
N -1.229 1.101 0.596 0.062
C -0.790 0.439 -0.649 -0.267
C -0.429 -1.037 -0.504 -0.143
H 1.642 -1.816 0.095 0.096
H 2.077 0.527 1.186 0.097
H 0.448 2.233 -0.097 0.129
H -1.316 0.394 1.328 0.096
H -1.099 0.794 -1.631 0.133
H -0.540 -1.644 -1.407 0.105
H -1.113 -1.482 0.237 0.114
```

(5)
Here is an isolated molecule of C5H7N from the Open Molecules 2025 dataset. Energies are from ωB97M-V/def2-TZVPD.

Values from the calculation:
- HOMO (eV) = -9.6
- multiplicity = 1
- Kohn-Sham gap (hartree) = 0.370
- relative energy (zero: lowest compared OMol25 entry of this formula, charge and spin) (kJ/mol) = 524.0
- LUMO energy (eV) = 0.5

```
13
Properties=species:S:1:pos:R:3:lowdin_charge:R:1
C -1.752 -0.404 0.025 -0.092
N -0.363 -0.453 0.459 -0.112
C 0.238 0.811 0.790 -0.113
C 0.637 0.080 -0.442 -0.365
C 1.834 -1.362 -1.312 0.166
C 2.084 -0.473 -0.414 -0.185
H -1.999 -1.283 -0.578 0.085
H -2.003 0.501 -0.555 0.083
H -2.387 -0.416 0.915 0.084
H -0.321 1.733 0.635 0.113
H 0.925 0.793 1.631 0.109
H 0.283 0.490 -1.382 0.129
H 2.824 -0.015 0.228 0.098
```

(6)
Here is C5H7N as an isolated structure in a non-equilibrium geometry from the Open Molecules 2025 dataset. Energies are from ωB97M-V/def2-TZVPD.

Values from the calculation:
- HOMO (eV) = -7.7
- multiplicity = 1
- Kohn-Sham gap (hartree) = 0.317
- relative energy (zero: lowest compared OMol25 entry of this formula, charge and spin) (kJ/mol) = 364.9
- LUMO energy (eV) = 0.9

```
13
Properties=species:S:1:pos:R:3:lowdin_charge:R:1
C 0.605 -1.084 0.128 -0.213
C 1.137 -0.020 -0.718 -0.107
C 0.555 1.209 -0.506 -0.117
C -0.662 1.243 0.218 -0.141
N -1.553 0.123 0.133 -0.074
C -0.624 -0.668 0.838 -0.149
H 1.323 -1.745 0.624 0.123
H -0.191 -1.807 -0.268 0.157
H 2.041 -0.166 -1.303 0.091
H 1.065 2.135 -0.772 0.102
H -1.037 2.146 0.702 0.101
H -1.729 -0.170 -0.824 0.109
H -0.929 -1.196 1.747 0.118
```